DFT (ωB97M-V with the def2-TZVPD basis set) results for a gas-phase ion, C5H12FN2O (charge +1) at a distorted geometry.

Structure (XYZ):
```
21
Properties=species:S:1:pos:R:3:forces:R:3
C 1.55599 1.88640 0.44052 -1.41 2.77 1.29
O 0.34636 1.22402 -0.01287 1.59 0.82 -0.52
C 0.01410 0.00135 0.12551 0.05 -2.98 -0.59
N 0.92190 -1.02325 0.01041 -0.55 0.30 0.19
C 2.30468 -1.06021 -0.45501 -0.83 -2.48 1.46
F 0.62626 -2.27979 0.56849 -0.60 1.46 -0.18
N -1.28347 -0.22221 0.17944 0.73 -2.67 -0.69
C -2.09846 0.86161 0.53650 -1.20 0.02 1.95
C -1.93549 -1.46052 -0.35346 1.51 0.43 -2.33
H 1.64832 2.78523 -0.21625 0.47 -1.29 0.03
H 2.43869 1.31856 0.66500 0.12 -0.46 -0.54
H 1.22816 2.38875 1.38527 0.43 -0.66 -0.40
H 2.90978 -0.56335 0.29418 0.69 -0.83 0.05
H 2.40723 -2.20388 -0.64770 0.68 2.19 0.62
H 2.42659 -0.58464 -1.36266 -0.05 1.13 -2.01
H -2.62730 1.35130 -0.19707 -1.09 0.55 -2.46
H -1.45307 1.58108 0.89210 0.96 1.72 1.13
H -2.82918 0.67636 1.31399 0.03 -0.71 0.27
H -2.60576 -1.09204 -1.13754 -0.31 -0.24 0.48
H -2.38114 -2.04081 0.38061 -1.28 -0.52 1.61
H -1.29487 -2.22461 -0.88618 0.07 1.46 0.65
```
Positions in Å, forces in eV/Å.

Its net charge is +1. The molar mass comes out at 135.16 u. The value obtained for the LUMO energy is -3.2 eV. As for the spin multiplicity: 1. The value obtained for the orbital gap is 11.02 eV. Its HOMO energy is -14.200 eV. As for the total energy: -13114.3287 eV. The SMILES is COC(N(C)F)=[N+](C)C.

***

DFT (ωB97M-V with the def2-TZVPD basis set) results for a molecular structure, C5H12FNS3 at a distorted geometry.

Structure (XYZ):
```
22
Properties=species:S:1:pos:R:3:forces:R:3
C -0.55123 1.34771 2.17561 -0.05 -0.79 -0.27
C -0.04552 -0.03800 2.59767 -0.27 -0.20 -0.25
C 0.42339 -0.90685 1.44051 0.01 -0.95 2.39
C 0.48429 0.56062 -3.02070 -1.51 -0.74 0.74
C 0.39924 -0.06332 -1.63187 3.06 1.58 -0.62
H 0.83581 1.70200 0.22735 -1.53 2.36 0.18
H -0.88152 1.87956 3.06270 -0.06 0.14 0.00
H -1.40989 1.23507 1.51087 -0.12 0.04 0.08
H -0.84863 -0.55188 3.12178 -0.23 -0.13 0.14
H 0.77184 0.05868 3.29970 0.31 0.10 0.15
H 1.27799 -0.46025 0.92751 -1.09 -2.04 2.49
H -0.38724 -1.06946 0.70196 0.19 0.23 1.07
H 1.41498 1.14073 -2.99051 -0.88 0.33 -0.63
H -0.54274 1.00821 -3.14797 1.30 0.78 -0.01
H 0.39537 -0.20052 -3.82213 0.80 0.22 0.52
H -0.17834 -1.67446 -0.55471 -0.75 1.25 -2.75
H -2.50415 -1.65669 -2.57137 0.49 0.23 0.33
N -0.37379 -1.09307 -1.46033 -1.83 -4.16 1.32
F 0.87250 -2.15003 1.89209 -0.58 -0.86 0.57
S 0.66235 2.38532 1.35883 -0.35 3.34 3.37
S 1.37962 0.51920 -0.35749 2.67 -1.09 -9.58
S -1.19433 -1.97257 -2.75949 0.41 0.37 0.77
```
Positions in Å, forces in eV/Å.

The molar mass comes out at 201.36 u. The value obtained for the LUMO energy is -0.1 eV. As for the spin multiplicity: 1. The value obtained for the orbital gap is 7.49 eV. Its HOMO energy is -7.580 eV. As for the total energy: -42086.9234 eV.

***

DFT (ωB97M-V with the def2-TZVPD basis set) results for a molecular structure, C5H12FeN5O2Se3Te.

Structure (XYZ):
```
29
Properties=species:S:1:pos:R:3:forces:R:3
Fe 0.32463 0.17067 -0.10472 -0.75 -0.21 -0.35
Se -0.89726 -0.64418 -2.07692 -0.05 -0.16 -0.12
Se -1.56611 1.47454 -1.76581 -0.01 0.05 -0.06
Te 1.15349 2.33431 0.84127 0.16 0.37 0.68
Se 1.23019 1.28547 3.03035 0.09 0.10 0.05
C -3.12202 0.11927 2.89254 0.02 -0.02 -0.01
C -2.30259 0.80367 1.82353 -0.01 0.07 -0.01
O -1.48085 -0.14534 1.12024 0.22 -0.23 0.18
H -3.73724 0.85029 3.41740 0.00 0.01 0.00
H -2.47207 -0.37214 3.61652 0.01 0.00 0.01
H -3.79354 -0.62616 2.45923 -0.01 0.00 0.00
H -1.60467 1.51372 2.26194 -0.01 -0.02 -0.02
H -2.93135 1.33163 1.10229 0.01 -0.03 0.00
H -2.02416 -0.88114 0.81374 -0.08 0.16 -0.16
C 2.98548 -0.14592 -1.25606 0.03 0.02 0.02
C 1.79080 0.78103 -1.38828 0.21 -0.48 -0.58
O 1.68816 1.59699 -2.25109 -0.02 0.14 0.16
H 3.70185 0.09685 -2.03980 0.02 0.01 0.01
H 2.65376 -1.17991 -1.36257 -0.01 0.02 0.02
H 3.43727 -0.03935 -0.27015 -0.01 0.01 -0.01
N 2.77418 -2.03289 3.47259 0.06 0.04 -0.06
N 1.80805 -2.19917 2.50115 -0.05 -0.01 0.03
N 0.75036 -2.96212 2.66230 0.03 -0.02 0.00
C 0.13538 -2.78988 1.50209 -0.06 -0.04 -0.04
N 0.80509 -1.96256 0.69237 0.28 0.25 0.21
N 1.89139 -1.60203 1.36456 0.06 -0.03 -0.03
H 2.33260 -2.25802 4.35729 0.01 0.02 0.00
H 3.02721 -1.04399 3.45002 -0.06 -0.06 0.07
H -0.78639 -3.27889 1.24216 -0.04 0.02 0.01
```
Positions in Å, forces in eV/Å.

The molar mass comes out at 594.51 u. Its expectation value of S² is 9.08. The value obtained for the LUMO energy (spin up / spin down) is -0.4 / -1.7 eV. As for the spin multiplicity: 6. The value obtained for the orbital gap (spin up / spin down) is 6.96 / 5.98 eV. Its HOMO energy (spin up / spin down) is -7.392 / -7.676 eV. As for the total energy: -254641.7634 eV.

***

DFT (ωB97M-V with the def2-TZVPD basis set) results for a gas-phase ion, C5H12IN3O (charge +2) at a distorted geometry.

Structure (XYZ):
```
22
Properties=species:S:1:pos:R:3:forces:R:3
C 0.59184 1.34492 2.45315 1.35 0.32 0.90
C 1.26690 0.35999 1.56343 0.56 1.48 -0.17
C -1.57486 0.10925 -1.30188 -3.01 -2.90 -1.56
C -1.20447 -0.80704 -3.50632 -3.64 -0.07 -0.21
C 0.51634 -0.86273 1.08488 -0.68 -2.64 -0.15
N 0.45016 -0.79602 -0.41706 -0.84 -1.54 1.69
N 1.77548 0.47392 2.97589 -4.03 -1.49 -1.15
N -1.59173 0.39285 -2.86945 -2.86 1.34 1.18
O -0.46066 0.36608 -0.80417 3.46 0.79 1.82
I -2.61534 -2.17724 -4.12449 0.74 0.61 0.24
H 0.90103 2.40243 2.50654 -0.22 -0.63 -0.43
H -0.34905 1.15777 2.97010 0.13 -0.33 -0.47
H 2.07698 0.71643 0.83726 -1.42 -0.35 1.09
H -2.14900 -0.85906 -1.10935 0.82 1.34 -0.04
H -0.20413 -0.94733 -3.38622 2.63 -0.95 -0.04
H 1.01669 -1.85527 1.47648 -0.33 1.77 -1.48
H -0.54463 -1.13036 1.39047 1.12 1.37 0.25
H 1.38126 -0.52852 -0.65442 0.57 0.80 -1.19
H 2.52196 1.00826 3.23171 2.94 1.56 0.43
H 1.58542 -0.29896 3.59161 -0.18 -0.21 0.40
H -2.56595 0.90087 -3.01356 2.48 -1.50 -0.50
H -0.82423 1.02976 -2.89460 0.40 1.25 -0.62
```
Positions in Å, forces in eV/Å.

Its net charge is +2. The molar mass comes out at 257.07 u. The value obtained for the LUMO energy (spin up / spin down) is -7.9 / -7.5 eV. As for the spin multiplicity: 1. The value obtained for the orbital gap (spin up / spin down) is 7.20 / 8.39 eV. Its HOMO energy (spin up / spin down) is -15.089 / -15.846 eV. As for the total energy: -19973.9374 eV.

***

DFT (ωB97M-V with the def2-TZVPD basis set) results for a molecular structure, C5H12MgO3Zn at a distorted geometry.

Structure (XYZ):
```
22
Properties=species:S:1:pos:R:3:forces:R:3
O 2.28991 1.13841 0.57957 0.31 -0.26 5.03
Mg 4.16802 0.82252 -0.03905 -0.26 0.04 -0.10
C -1.82999 2.22746 -1.26358 -0.27 0.11 -0.38
O -0.92774 1.46238 -0.49652 0.12 0.40 -0.53
C -1.45686 0.80640 0.69332 -0.18 -0.58 1.06
C -0.33693 -0.00235 1.28955 -1.35 -0.43 -0.46
C -0.19525 -1.37633 0.68671 -0.50 0.15 0.89
O 0.74874 -1.25430 -0.41848 0.18 -0.64 -0.04
C 1.44811 -2.41263 -0.81807 0.15 -0.50 -0.10
Zn 0.91210 0.72941 -0.52664 -0.30 -0.12 0.45
H -1.23962 2.74669 -2.02698 -0.26 -0.06 0.17
H -2.56072 1.56130 -1.74660 0.07 0.27 0.09
H -2.35108 2.95804 -0.62666 0.15 -0.19 -0.18
H -2.32361 0.21398 0.34672 0.07 0.13 -0.05
H -1.81089 1.59553 1.37349 0.07 -0.16 -0.18
H -0.36923 -0.02027 2.38214 0.22 0.15 -0.27
H 1.82365 0.85977 1.63111 1.71 1.14 -4.67
H -1.09713 -1.83129 0.23825 -0.01 0.18 0.15
H 0.19979 -2.08160 1.43311 0.14 0.11 -0.35
H 2.45410 -2.09189 -1.11694 -0.38 -0.19 -0.47
H 1.61015 -3.12349 0.00598 -0.28 0.37 0.07
H 0.84446 -2.92777 -1.58043 0.61 0.05 -0.10
```
Positions in Å, forces in eV/Å.

The molar mass comes out at 209.84 u. The value obtained for the LUMO energy is -0.3 eV. As for the spin multiplicity: 1. The value obtained for the orbital gap is 5.05 eV. Its HOMO energy is -5.380 eV. As for the total energy: -65380.6824 eV.